The following is a quantum chemistry calculation of a structure of composition C40H77CuN8O16 at a distorted geometry, from the Open Molecules 2025 dataset.

Geometry as XYZ:
```
142
Properties=species:S:1:pos:R:3:forces:R:3:lowdin_spin:R:1
Cu -0.9319 1.0720 -3.3745 1.304 0.836 1.281 0.7721
C 7.5287 -1.1905 1.4857 -0.536 -0.182 -0.531 0.0000
C 6.7949 -0.2157 0.5518 0.590 0.045 0.054 0.0000
N 5.3545 -0.1066 0.7878 0.359 -0.419 0.921 0.0000
C 4.5308 -1.2068 0.7511 -0.757 0.400 0.472 0.0000
C 3.2901 -0.7560 1.0807 -0.297 -0.020 -0.092 0.0000
N 3.3744 0.5982 1.3184 0.322 -1.362 -0.132 0.0000
C 4.6539 0.9465 1.1901 -0.323 0.815 -0.924 0.0000
C 2.1921 1.4251 1.4746 0.098 1.080 -0.309 0.0000
H 7.0814 -2.1863 1.4934 -0.089 0.041 -0.051 0.0000
H 7.5649 -0.8441 2.5157 0.133 0.141 -0.031 0.0000
H 8.5238 -1.3191 1.0632 0.148 0.115 0.288 0.0000
H 6.8951 -0.4963 -0.4957 0.077 0.006 -0.005 0.0000
H 7.2663 0.7567 0.6729 -0.351 0.210 -0.151 0.0000
H 4.9005 -2.2096 0.6486 0.051 0.043 -0.297 0.0000
H 2.3143 -1.2126 1.1505 0.132 -0.224 -0.036 0.0000
H 4.9847 1.9742 1.1787 0.220 -0.079 0.063 0.0000
H 1.9934 1.9312 0.5258 0.047 -0.068 -0.022 0.0000
H 2.3968 2.1902 2.2197 -0.147 -0.118 0.124 0.0000
H 1.3223 0.8332 1.7393 0.194 -0.190 0.178 0.0000
C 1.0590 -4.4256 -0.1560 0.271 -0.141 -0.148 0.0000
C 2.4205 -4.0059 -0.7142 -0.365 -0.068 0.984 0.0000
N 2.4593 -4.1120 -2.1536 0.263 -0.085 -1.489 0.0000
C 2.6420 -5.2566 -2.9084 -0.344 0.021 0.017 0.0000
C 2.3618 -4.9376 -4.1939 0.111 -0.457 0.055 0.0000
N 2.0109 -3.6129 -4.2279 0.047 0.040 0.403 0.0000
C 2.1342 -3.1255 -2.9961 -1.017 -0.087 0.790 0.0001
C 1.5636 -2.8460 -5.3773 0.787 1.032 -0.489 0.0000
H 0.8343 -5.4746 -0.3556 0.010 0.041 -0.233 0.0000
H 0.3087 -3.7715 -0.5970 -0.216 -0.081 0.231 0.0000
H 1.0632 -4.3290 0.9290 -0.060 0.268 -0.012 0.0000
H 3.2158 -4.6249 -0.3002 0.118 0.157 -0.051 0.0000
H 2.5697 -2.9562 -0.4624 0.249 -0.062 -0.054 0.0000
H 2.8670 -6.2316 -2.5132 0.163 0.153 0.249 0.0000
H 2.3951 -5.5885 -5.0499 -0.085 0.220 -0.149 0.0000
H 1.8031 -2.1518 -2.6532 0.180 0.178 -0.243 0.0000
H 1.0384 -3.4509 -6.1078 -0.051 -0.216 0.215 0.0000
H 2.4462 -2.3961 -5.8391 -0.036 -0.240 -0.213 0.0000
H 0.9803 -1.9804 -5.0667 -0.234 -0.278 0.297 0.0000
N -0.5338 -0.2522 -0.1847 -0.625 -0.548 -0.422 0.0004
O 0.2746 -1.2044 -0.1605 0.267 0.185 0.147 -0.0001
O -0.8773 0.2203 -1.3016 -0.040 0.185 0.531 0.0015
O -1.0724 0.1596 0.8550 0.435 0.051 -0.352 0.0002
C 3.2960 0.2997 -3.0127 -3.233 -0.114 -0.707 0.0016
C 4.2847 1.0842 -2.4202 2.438 -0.604 -0.398 0.0002
C 3.9110 2.4292 -1.8221 0.729 1.825 2.092 0.0000
O 4.6867 3.1076 -1.1108 0.458 -1.361 -0.675 -0.0021
C 2.5984 2.8881 -1.9143 -2.237 -1.038 -1.565 0.0009
C 1.6112 2.1333 -2.5642 1.482 -0.073 0.726 0.0060
C 1.9639 0.7499 -3.1421 1.896 0.372 0.961 0.0060
O 1.0176 0.0784 -3.6590 -1.841 -0.143 -0.489 0.0600
O 0.4070 2.4863 -2.6171 -1.539 -0.147 -0.558 0.0473
O 5.4611 0.6738 -2.4209 -0.668 0.702 0.695 -0.0009
H 3.5561 -0.6745 -3.4049 0.201 0.026 -0.073 0.0000
H 2.2750 3.8225 -1.4819 0.324 0.111 0.061 0.0001
C -3.1726 -7.0915 2.0212 -0.421 -0.385 0.272 0.0000
C -2.0542 -6.1056 1.7506 0.066 -0.952 0.527 0.0000
O -2.5385 -4.7706 1.8500 0.116 0.634 -0.176 0.0000
C -2.7511 -4.2769 3.0977 0.577 -1.055 -0.974 0.0000
O -2.6868 -4.9274 4.0959 0.021 0.023 0.456 0.0000
O -3.0033 -2.9936 3.0740 -0.521 1.045 0.573 0.0000
C -3.0679 -2.2388 1.8722 0.840 0.680 -0.353 0.0000
H -4.0469 -6.8827 1.4034 0.053 0.084 -0.067 0.0000
H -3.4774 -7.0421 3.0666 -0.016 0.254 -0.056 0.0000
H -2.9209 -8.1438 1.8738 0.390 0.155 -0.294 0.0000
H -1.6134 -6.2331 0.7631 -0.307 0.302 -0.204 0.0000
H -1.2352 -6.2718 2.4544 -0.100 0.206 0.177 0.0000
H -2.1354 -2.3179 1.3094 -0.238 -0.594 -0.289 0.0000
H -3.0324 -1.1782 2.1233 -0.489 -0.132 0.482 0.0000
H -3.9678 -2.4527 1.3030 0.080 -0.222 -0.112 0.0000
C 1.9001 1.7564 5.0164 -0.734 0.534 -0.261 0.0000
O 1.4730 0.5837 4.3628 0.276 -0.213 0.600 0.0000
C 0.0657 0.4870 4.2431 -0.329 0.386 -1.034 0.0000
C -0.2633 -0.9251 3.8280 1.151 -0.226 0.196 0.0000
N 0.1944 -1.9006 4.8281 -0.692 0.246 0.179 0.0000
C -0.7726 -2.0959 5.8886 -0.651 -1.432 0.433 0.0000
C -0.2287 -3.0120 6.9931 0.284 0.726 -0.702 0.0000
O 1.0177 -2.5218 7.4689 0.296 -0.193 0.351 0.0000
C 0.9084 -1.4314 8.3526 -0.707 0.008 0.133 0.0000
H 2.9674 1.7230 5.2163 0.006 -0.206 -0.035 0.0000
H 1.3381 1.9297 5.9402 0.187 -0.218 0.171 0.0000
H 1.6680 2.6311 4.3909 0.205 0.064 -0.039 0.0000
H -0.2647 1.1409 3.4200 -0.071 0.220 0.158 0.0000
H -0.4771 0.7941 5.1431 0.283 -0.044 0.228 0.0000
H 0.3071 -1.1321 2.9171 -0.210 0.101 -0.170 0.0000
H -1.3181 -0.9904 3.5709 -0.025 -0.303 0.276 0.0000
H 1.0346 -1.5301 5.2619 0.160 -0.117 -0.201 0.0000
H -1.6157 -2.6853 5.5072 -0.112 0.357 -0.231 0.0000
H -1.2013 -1.1983 6.3559 0.179 0.264 -0.196 0.0000
H -0.0256 -4.0032 6.5935 0.048 0.001 -0.083 0.0000
H -1.0082 -3.1043 7.7559 0.245 0.054 0.348 0.0000
H 1.8861 -1.0679 8.6580 0.163 -0.212 -0.221 0.0000
H 0.3603 -1.7333 9.2522 0.011 0.050 0.072 0.0000
H 0.3515 -0.6045 7.8963 0.080 0.094 0.003 0.0000
C -5.0361 7.3922 -2.2154 0.303 0.147 0.109 0.0000
O -4.6721 6.4022 -1.2705 0.120 0.063 -0.229 0.0000
C -5.1100 5.1269 -1.6783 0.415 -0.742 0.796 0.0000
C -4.4974 4.1165 -0.7145 -0.538 0.762 0.301 0.0000
N -3.0432 4.0350 -0.8258 -0.088 -0.193 1.112 0.0002
C -2.4888 3.1577 0.2539 -0.312 0.761 -0.542 0.0001
C -1.0033 3.3769 0.3835 0.242 -1.452 0.015 0.0000
O -0.7176 4.6480 0.9280 0.049 -0.558 -0.160 0.0000
C 0.6629 4.7737 1.1941 -0.032 1.072 0.049 0.0000
H -4.4403 7.2772 -3.1290 -0.420 -0.247 -0.215 0.0000
H -4.7671 8.3846 -1.8539 -0.123 -0.164 0.420 0.0000
H -6.1164 7.3401 -2.3727 0.064 0.156 -0.395 0.0000
H -4.8034 4.8942 -2.7035 -0.140 0.192 -0.216 0.0001
H -6.1895 5.0154 -1.5384 -0.197 0.250 -0.469 0.0000
H -4.9897 3.1442 -0.8042 0.287 -0.161 -0.394 0.0000
H -4.8485 4.4770 0.2632 0.396 -0.093 0.239 0.0000
H -2.6785 4.9483 -0.5575 -0.106 0.181 -0.549 0.0000
H -2.7557 2.1301 0.0071 0.405 -0.138 0.148 0.0000
H -2.9339 3.4158 1.2218 -0.190 -0.053 -0.014 0.0000
H -0.4858 3.1730 -0.5627 -0.080 0.499 -0.197 -0.0001
H -0.6316 2.5698 1.0315 -0.020 0.198 0.311 0.0000
H 1.0535 4.1051 1.9675 -0.352 -0.292 0.007 0.0000
H 0.7756 5.7922 1.5659 0.210 -0.023 -0.016 0.0000
H 1.2736 4.6688 0.2944 -0.062 -0.118 -0.078 0.0000
C 0.1052 1.6632 -6.3898 0.083 -0.439 0.056 0.0003
O -0.6782 2.0551 -5.2732 -0.099 -0.216 0.560 0.0106
C -1.7616 2.9490 -5.5132 0.745 0.025 -0.635 0.0002
C -2.2275 3.5040 -4.1948 -0.814 0.664 -0.595 0.0035
N -2.6511 2.4829 -3.2309 1.332 -0.528 -0.798 0.0724
C -3.8320 1.7223 -3.6295 -0.456 0.357 0.374 0.0058
C -4.0738 0.6279 -2.6193 -0.845 0.045 -0.777 0.0003
O -3.0608 -0.3286 -2.8249 -0.134 -0.122 -0.301 0.0048
C -3.2499 -1.5038 -2.0689 0.833 -0.354 1.226 0.0002
H 0.7977 0.8955 -6.0462 -0.269 -0.152 0.124 0.0000
H 0.7582 2.4564 -6.7586 -0.480 0.353 -0.100 0.0003
H -0.5710 1.2571 -7.1449 0.279 0.098 -0.310 0.0000
H -2.5396 2.4296 -6.0823 -0.134 -0.050 0.156 -0.0001
H -1.4006 3.7509 -6.1630 -0.066 0.175 0.139 0.0001
H -3.0721 4.1661 -4.4409 -0.112 -0.082 0.055 0.0028
H -1.4960 4.1711 -3.7407 0.299 -0.416 0.092 0.0000
H -2.8495 3.0569 -2.3848 0.414 -0.529 0.516 0.0015
H -3.7051 1.2762 -4.6161 0.119 -0.051 0.019 0.0003
H -4.7219 2.3621 -3.6876 0.060 0.103 0.023 0.0031
H -5.0695 0.2087 -2.8195 0.124 -0.233 -0.059 0.0000
H -4.1419 1.0261 -1.5997 0.554 -0.134 0.092 -0.0001
H -3.9124 -2.2713 -2.4761 -0.243 0.456 -0.453 0.0001
H -3.5861 -1.2418 -1.0593 -0.158 -0.002 -0.075 0.0000
H -2.2745 -1.9710 -1.9111 0.027 0.110 -0.233 0.0001
```
Positions in Å, forces in eV/Å.

As for the max |F|: 3.31 eV/A. For the gap between HOMO and LUMO (spin up / spin down), the calculation gives 7.2406 / 5.3414 eV. Its HOMO energy (spin up / spin down) is -0.3379 / -0.3376 Eh. The multiplicity is 2. The net charge is +1.